Density functional theory data (ωB97M-V/def2-TZVPD) for a 5-piece molecular cluster, C27H44Cl8N2O5S2 overall at a distorted geometry.

Calculated values
**HOMO level**: -8.4 eV
**LUMO energy**: -0.0363 Ha
**Gap between HOMO and LUMO**: 7.406 eV

```
88
Properties=species:S:1:pos:R:3:forces:R:3:lowdin_charge:R:1
C -5.4393 -3.2449 -0.4372 0.35 0.29 0.34 -0.09
C -4.8310 -3.3518 0.9785 0.54 0.12 -0.79 -0.24
C -4.4823 -4.7952 1.3274 -0.64 0.34 0.31 -0.19
C -4.1752 -5.0554 2.7938 -0.16 -0.75 -0.16 -0.14
O -2.7650 -5.0481 3.1526 0.17 0.28 -0.19 -0.02
C -2.0108 -4.0872 2.5537 -0.22 0.06 0.06 -0.21
C -1.1969 -4.4615 1.5051 -0.43 0.01 0.45 0.04
N -0.4479 -3.5408 0.8641 -0.40 -0.22 0.35 0.16
C -0.4491 -2.2458 1.2081 0.06 0.68 0.44 -0.11
C 0.3613 -1.2817 0.4162 0.35 -0.45 -0.66 -0.12
C 1.7117 -1.8199 -0.0970 -0.14 0.48 -0.45 -0.24
C 2.6743 -0.6425 -0.3343 -0.65 -0.39 0.75 -0.48
S 2.0481 0.4077 -1.6587 0.00 -0.09 -0.82 0.91
C 1.2204 1.8037 -0.9261 0.26 0.27 1.33 -1.07
S 1.6542 2.3598 0.5341 0.03 0.04 0.05 0.77
N 0.2056 2.4347 -1.6616 0.54 -1.14 -1.07 -0.19
C -0.7293 1.4810 -2.3044 -0.83 0.46 -0.23 -0.30
C -2.1651 1.8192 -1.9418 -0.01 -0.27 0.33 -0.08
C 0.7475 3.3527 -2.6915 -0.34 0.81 0.16 -0.24
C 1.6083 4.4659 -2.1372 0.18 -0.10 -0.20 -0.09
C -1.2308 -1.8169 2.2883 0.26 -0.75 -0.11 0.04
C -1.2777 -0.3483 2.7051 -0.26 0.94 0.11 -0.70
O -2.4326 0.1019 2.6404 -0.22 -0.21 -0.03 0.03
O -0.2198 0.1921 3.0410 0.39 -0.36 -0.13 0.01
C -2.0144 -2.7467 2.9662 0.60 -0.07 -0.45 0.05
C -2.8599 -2.2435 4.0915 0.03 0.05 0.20 -0.48
O -4.0500 -2.3111 4.1108 -0.73 -0.19 -0.23 0.14
O -2.1360 -1.6964 5.0606 0.23 0.24 -0.09 0.15
H -6.3578 -2.6685 -0.4074 -0.26 -0.18 -0.17 0.07
H -5.5856 -4.2246 -0.8845 -0.34 -0.09 -0.01 0.06
H -4.7640 -2.7058 -1.0970 0.07 0.06 -0.12 0.06
H -5.4757 -2.9103 1.7297 -0.17 -0.10 0.15 0.11
H -3.9352 -2.7327 0.9646 0.12 0.08 0.32 0.10
H -5.3775 -5.3783 1.1073 -0.07 -0.18 0.01 0.12
H -3.7161 -5.1906 0.6631 0.21 -0.06 -0.01 0.11
H -4.7360 -4.4029 3.4495 0.10 0.40 0.02 0.11
H -4.4984 -6.0658 3.0281 0.24 -0.18 0.12 0.12
H -1.1840 -5.4953 1.2088 0.24 -0.06 -0.29 0.15
H 0.1132 -3.8509 0.0829 0.11 0.12 -0.02 0.17
H -0.2337 -1.0293 -0.4631 -0.14 0.17 -0.05 0.12
H 0.5070 -0.3598 0.9627 -0.12 0.02 0.44 0.09
H 2.1681 -2.5314 0.5900 0.05 -0.04 0.14 0.12
H 1.5454 -2.2973 -1.0654 0.13 -0.38 0.03 0.10
H 3.6724 -0.9982 -0.5699 0.10 0.08 -0.29 0.07
H 2.7160 -0.0963 0.6056 0.20 0.43 -0.09 0.05
H -0.6505 1.5500 -3.3871 0.31 -0.15 -0.17 0.06
H -0.5342 0.4493 -2.0369 0.23 -0.03 0.17 0.05
H -2.4711 2.7689 -2.3680 -0.03 0.20 0.06 0.08
H -2.8386 1.0489 -2.3171 -0.02 0.09 -0.04 0.01
H -2.2761 1.8373 -0.8601 -0.06 0.18 0.11 0.08
H -0.1166 3.8220 -3.1585 -0.22 -0.11 -0.02 0.12
H 1.2627 2.8179 -3.4940 0.18 -0.25 0.07 0.11
H 1.0762 5.0417 -1.3873 -0.04 -0.03 0.19 0.08
H 2.5368 4.0824 -1.7265 0.11 0.05 0.16 0.03
H 1.8711 5.1369 -2.9526 0.04 0.06 -0.10 0.08
H -2.7426 -1.0812 5.5087 0.00 0.00 0.34 0.07
Cl 5.4024 3.0766 -1.9558 0.00 -0.02 -0.03 0.55
C 5.3240 1.9071 -0.6142 -0.05 0.04 0.10 -0.67
C 6.6909 1.5137 -0.1206 -0.01 0.01 0.11 -0.65
Cl 7.5845 0.5344 -1.3175 0.02 0.01 -0.01 0.53
H 4.7596 1.0441 -0.9552 0.03 0.03 -0.09 0.02
H 4.7652 2.3843 0.1894 0.01 0.00 0.01 0.06
H 6.5941 0.9052 0.7769 -0.03 -0.03 -0.02 0.07
H 7.2954 2.3854 0.1155 0.02 0.01 -0.07 0.07
Cl 8.9510 7.4877 -4.6861 0.00 0.01 0.02 0.53
C 8.7734 5.7559 -4.3017 0.08 -0.06 0.02 -0.67
C 7.5164 5.1682 -4.8877 -0.01 -0.14 -0.04 -0.66
Cl 6.0487 5.7998 -4.1011 -0.04 0.06 -0.03 0.52
H 8.7923 5.6496 -3.2204 -0.05 0.05 0.01 0.07
H 9.6418 5.2475 -4.7172 -0.02 0.00 -0.04 0.07
H 7.5148 4.0891 -4.7393 0.02 0.01 0.06 0.07
H 7.4401 5.3725 -5.9524 -0.01 0.07 0.01 0.07
Cl -5.1573 0.2320 9.6561 0.00 -0.03 0.00 0.53
C -3.7111 0.8603 8.8241 0.07 0.03 0.04 -0.66
C -4.0542 1.5661 7.5380 0.10 0.12 -0.03 -0.65
Cl -4.6532 0.4450 6.2890 0.03 -0.09 -0.02 0.61
H -3.0370 0.0253 8.6509 -0.04 -0.04 -0.02 0.07
H -3.2304 1.5591 9.5064 -0.03 0.03 -0.01 0.07
H -3.1631 2.0430 7.1326 0.02 -0.04 0.00 0.08
H -4.8140 2.3274 7.6924 -0.06 -0.05 0.00 0.07
Cl -2.5483 -0.7159 -4.1426 0.06 -0.13 -0.19 0.61
C -1.7824 -1.4758 -5.5648 -0.06 -0.12 -0.03 -0.64
C -0.3143 -1.1517 -5.6713 0.06 -0.05 0.00 -0.65
Cl -0.0286 0.5593 -6.0780 0.00 0.02 0.03 0.56
H -2.3233 -1.1501 -6.4493 -0.01 0.07 0.03 0.07
H -1.9132 -2.5511 -5.4549 0.04 0.00 0.01 0.07
H 0.1304 -1.7423 -6.4704 -0.03 0.00 -0.02 0.07
H 0.2119 -1.3688 -4.7441 -0.03 0.08 0.03 0.06
```
Positions in Å, forces in eV/Å.